# C44H93N9O8

9 unconnected molecules or ions with the total composition C44H93N9O8 in a non-equilibrium geometry (wB97M-V/def2-TZVPD, the OMol25 dataset).

CARTESIAN COORDINATES (ANGSTROEM)
C: -11.311 -25.080 -45.912
C: -10.777 -26.226 -45.366
C: -9.464 -25.918 -44.860
N: -9.160 -24.645 -45.274
C: -10.303 -24.083 -45.839
H: -12.258 -25.078 -46.431
H: -11.292 -27.174 -45.421
H: -8.606 -26.544 -44.666
H: -8.306 -24.153 -45.056
H: -10.331 -23.101 -46.289
C: -8.180 -21.473 -48.372
O: -9.595 -21.517 -48.195
C: -10.039 -20.256 -47.566
C: -11.113 -20.470 -46.490
N: -12.194 -21.173 -47.158
C: -13.042 -21.870 -46.165
C: -14.179 -20.938 -45.530
O: -15.361 -21.195 -46.244
C: -15.603 -20.355 -47.405
H: -7.720 -20.983 -49.230
H: -7.862 -22.498 -48.560
H: -7.696 -21.128 -47.458
H: -10.393 -19.535 -48.303
H: -9.246 -19.843 -46.942
H: -11.454 -19.454 -46.288
H: -10.626 -20.945 -45.638
H: -11.774 -21.774 -47.853
H: -12.586 -22.470 -45.377
H: -13.493 -22.708 -46.697
H: -14.054 -19.855 -45.537
H: -14.409 -21.216 -44.502
H: -15.896 -19.322 -47.218
H: -16.551 -20.593 -47.887
H: -14.752 -20.409 -48.084
C: -12.180 -15.920 -47.626
O: -12.914 -16.882 -46.902
C: -13.549 -16.344 -45.680
C: -14.712 -15.343 -45.823
N: -15.228 -14.994 -44.471
C: -16.590 -14.397 -44.431
C: -17.714 -15.344 -45.102
O: -18.920 -14.625 -44.987
C: -19.875 -15.384 -44.284
H: -12.059 -16.226 -48.665
H: -11.135 -15.962 -47.317
H: -12.528 -14.887 -47.623
H: -12.764 -15.898 -45.069
H: -13.867 -17.218 -45.112
H: -15.507 -15.780 -46.427
H: -14.372 -14.409 -46.270
H: -14.444 -14.438 -44.161
H: -16.672 -13.399 -44.861
H: -16.835 -14.355 -43.369
H: -17.546 -16.253 -44.524
H: -17.514 -15.581 -46.147
H: -19.576 -15.386 -43.235
H: -20.078 -16.314 -44.815
H: -20.849 -14.946 -44.065
C: -7.367 -22.739 -55.714
O: -7.529 -23.081 -54.305
C: -8.928 -23.138 -53.901
C: -9.093 -23.630 -52.472
N: -10.466 -23.844 -52.114
C: -11.058 -25.167 -52.379
C: -12.391 -25.355 -51.523
O: -12.062 -25.006 -50.223
C: -12.776 -25.689 -49.234
H: -7.815 -23.270 -56.554
H: -6.296 -22.743 -55.918
H: -7.626 -21.682 -55.778
H: -9.499 -23.693 -54.646
H: -9.278 -22.106 -53.919
H: -8.608 -22.856 -51.878
H: -8.559 -24.570 -52.335
H: -10.579 -23.603 -51.140
H: -10.329 -25.896 -52.025
H: -11.233 -25.354 -53.438
H: -12.645 -26.408 -51.642
H: -13.246 -24.829 -51.950
H: -13.736 -26.035 -49.618
H: -12.909 -25.003 -48.397
H: -12.143 -26.496 -48.864
C: -13.020 -23.319 -41.460
O: -14.168 -22.455 -41.348
C: -15.175 -22.957 -42.301
C: -16.181 -21.802 -42.444
N: -17.155 -21.987 -41.327
C: -18.258 -22.902 -41.612
C: -19.202 -22.731 -40.391
O: -19.850 -21.518 -40.605
C: -20.655 -21.020 -39.516
H: -13.389 -24.258 -41.046
H: -12.135 -22.945 -40.945
H: -12.718 -23.491 -42.493
H: -15.624 -23.865 -41.898
H: -14.716 -23.101 -43.279
H: -16.553 -21.639 -43.455
H: -15.535 -20.968 -42.169
H: -17.622 -21.145 -41.024
H: -17.827 -23.901 -41.680
H: -18.819 -22.797 -42.540
H: -18.586 -22.788 -39.494
H: -19.910 -23.554 -40.289
H: -20.737 -19.933 -39.494
H: -20.394 -21.285 -38.492
H: -21.608 -21.534 -39.641
C: -18.347 -19.568 -44.706
C: -18.762 -20.920 -45.212
C: -20.210 -20.948 -45.725
C: -20.656 -20.031 -46.838
N: -20.910 -19.351 -47.724
H: -17.446 -19.528 -44.093
H: -19.170 -19.407 -44.010
H: -18.402 -18.742 -45.416
H: -18.691 -21.646 -44.402
H: -18.115 -21.408 -45.940
H: -20.933 -20.885 -44.911
H: -20.248 -21.949 -46.153
C: -3.399 -17.466 -44.764
C: -4.343 -16.590 -45.586
C: -5.687 -17.396 -45.961
C: -5.465 -18.687 -46.609
N: -5.315 -19.718 -47.090
H: -3.364 -18.450 -45.231
H: -3.746 -17.596 -43.739
H: -2.424 -16.996 -44.636
H: -3.897 -16.136 -46.470
H: -4.563 -15.613 -45.155
H: -6.447 -16.884 -46.551
H: -6.213 -17.729 -45.066
C: -18.333 -15.200 -50.139
C: -18.688 -16.071 -48.875
C: -17.559 -17.098 -48.576
C: -17.540 -18.227 -49.562
N: -17.525 -19.165 -50.208
H: -17.842 -15.712 -50.965
H: -17.517 -14.523 -49.885
H: -19.037 -14.513 -50.609
H: -19.614 -16.614 -49.068
H: -18.847 -15.442 -48.000
H: -17.784 -17.536 -47.603
H: -16.558 -16.692 -48.437
C: -5.935 -22.025 -50.907
C: -4.736 -22.296 -51.777
C: -4.897 -21.360 -52.984
C: -4.743 -19.963 -52.754
N: -4.627 -18.875 -52.379
H: -6.791 -21.876 -51.565
H: -5.775 -21.097 -50.357
H: -6.054 -22.877 -50.238
H: -4.604 -23.318 -52.131
H: -3.812 -21.959 -51.305
H: -5.860 -21.572 -53.449
H: -4.156 -21.492 -53.772

Frontier orbital gap (eV): 8.31
SMILES string: c1cc[nH]c1.COCCNCCOC.COCCNCCOC.COCCNCCOC.COCCNCCOC.CCCC#N.CCCC#N.CCCC#N.CCCC#N
Max |F| (eV/A): 3.2

---

# C44H94CuF9N2O8P

A molecular structure, C44H94CuF9N2O8P in a non-equilibrium geometry (wB97M-V/def2-TZVPD, the OMol25 dataset).

CARTESIAN COORDINATES (ANGSTROEM)
Cu: -23.572 -2.429 -4.532
C: -24.256 1.515 -10.425
C: -24.097 0.253 -9.619
N: -23.797 0.498 -8.186
C: -23.525 -0.892 -7.494
C: -22.635 1.412 -7.988
C: -21.379 1.057 -8.730
C: -24.937 1.228 -7.461
C: -26.345 0.702 -7.576
O: -26.906 1.247 -8.731
C: -28.208 0.749 -8.928
H: -25.238 1.874 -10.154
H: -24.243 1.195 -11.485
H: -23.457 2.319 -10.355
H: -23.433 -0.495 -10.041
H: -25.016 -0.331 -9.551
H: -22.902 -1.495 -8.108
H: -24.535 -1.315 -7.307
H: -22.918 -0.653 -6.626
H: -22.515 1.439 -6.912
H: -23.028 2.395 -8.307
H: -20.961 0.131 -8.325
H: -20.608 1.807 -8.484
H: -21.611 1.014 -9.811
H: -24.951 2.218 -7.862
H: -24.629 1.268 -6.435
H: -26.865 1.013 -6.677
H: -26.449 -0.414 -7.654
H: -28.596 1.067 -9.913
H: -28.867 0.891 -8.055
H: -28.120 -0.362 -9.092
C: -25.037 -0.187 -0.637
C: -23.897 -1.046 -1.158
N: -22.532 -0.842 -0.513
C: -22.620 -0.935 0.965
C: -21.599 -1.961 -1.050
C: -20.098 -1.862 -0.755
C: -21.997 0.452 -0.852
C: -21.948 0.862 -2.257
O: -23.209 1.358 -2.676
C: -23.087 2.023 -3.846
H: -25.847 -0.288 -1.335
H: -24.769 0.839 -0.628
H: -25.339 -0.401 0.391
H: -23.734 -0.847 -2.221
H: -24.106 -2.109 -1.009
H: -21.702 -0.875 1.545
H: -23.113 -1.834 1.262
H: -23.278 -0.109 1.261
H: -21.776 -1.981 -2.139
H: -22.138 -2.832 -0.641
H: -19.634 -0.915 -1.011
H: -19.729 -2.576 -1.449
H: -19.809 -2.220 0.231
H: -21.051 0.490 -0.352
H: -22.724 1.069 -0.354
H: -21.549 0.078 -2.938
H: -21.205 1.686 -2.272
H: -22.527 1.397 -4.566
H: -22.536 2.945 -3.685
H: -24.072 2.270 -4.221
C: -29.608 -4.356 -0.795
C: -28.380 -4.101 -1.688
C: -27.319 -5.199 -1.414
C: -25.945 -4.796 -1.986
P: -24.777 -6.113 -2.219
C: -24.918 -6.646 -3.910
C: -26.385 -6.946 -4.297
C: -26.625 -7.577 -5.665
C: -25.951 -8.948 -5.731
C: -23.150 -5.292 -1.799
C: -21.811 -5.857 -2.276
C: -20.698 -5.436 -1.387
C: -20.796 -5.825 0.113
C: -25.044 -7.395 -0.984
C: -23.958 -8.452 -0.989
C: -24.077 -9.417 0.249
C: -25.406 -10.091 0.226
H: -29.957 -5.359 -1.010
H: -30.370 -3.688 -1.026
H: -29.397 -4.229 0.252
H: -27.942 -3.122 -1.533
H: -28.667 -4.200 -2.719
H: -27.735 -6.092 -1.943
H: -27.224 -5.405 -0.344
H: -25.545 -4.094 -1.282
H: -25.990 -4.335 -2.983
H: -24.210 -7.485 -4.118
H: -24.594 -5.701 -4.377
H: -26.934 -6.017 -4.144
H: -26.787 -7.695 -3.565
H: -26.232 -6.982 -6.469
H: -27.687 -7.646 -5.800
H: -24.887 -8.811 -5.634
H: -26.170 -9.547 -6.591
H: -26.252 -9.501 -4.819
H: -23.168 -5.274 -0.714
H: -23.285 -4.243 -2.129
H: -21.568 -5.490 -3.266
H: -21.844 -6.950 -2.344
H: -20.532 -4.332 -1.434
H: -19.824 -6.006 -1.715
H: -21.422 -5.153 0.700
H: -19.790 -5.789 0.510
H: -21.254 -6.822 0.224
H: -26.041 -7.790 -1.158
H: -25.090 -6.914 0.014
H: -22.977 -7.959 -0.983
H: -23.992 -9.041 -1.945
H: -23.801 -8.948 1.202
H: -23.323 -10.126 0.042
H: -25.608 -10.714 1.109
H: -25.445 -10.762 -0.666
H: -26.363 -9.541 0.099
C: -21.226 -7.063 -5.986
O: -21.889 -8.000 -5.070
O: -20.535 -7.602 -6.938
C: -22.524 -6.196 -6.486
F: -22.905 -5.184 -5.679
F: -22.311 -5.526 -7.648
F: -23.629 -6.936 -6.680
C: -21.825 -9.355 -5.402
C: -20.615 -10.084 -4.724
H: -19.675 -9.629 -4.846
H: -20.858 -10.071 -3.654
H: -20.580 -11.140 -5.012
H: -21.959 -9.586 -6.447
H: -22.757 -9.795 -4.897
H: -20.654 -6.486 -5.144
C: -20.955 -1.506 -5.201
O: -21.114 -2.405 -6.264
O: -22.078 -1.392 -4.464
C: -19.774 -1.936 -4.313
F: -19.801 -3.217 -3.946
F: -18.538 -1.820 -5.047
F: -19.472 -1.100 -3.309
C: -20.121 -2.433 -7.346
C: -20.590 -2.983 -8.657
H: -19.886 -2.641 -9.434
H: -20.683 -4.049 -8.574
H: -21.546 -2.619 -8.996
H: -19.229 -2.906 -7.076
H: -19.778 -1.380 -7.462
H: -20.627 -0.498 -5.563
C: -26.327 -2.876 -5.054
O: -26.400 -2.806 -6.435
O: -25.192 -3.240 -4.474
C: -26.654 -1.501 -4.517
F: -26.999 -1.577 -3.237
F: -25.689 -0.553 -4.522
F: -27.730 -0.904 -5.095
C: -25.631 -3.637 -7.303
C: -25.924 -3.333 -8.773
H: -25.365 -2.430 -9.061
H: -25.713 -4.058 -9.517
H: -26.942 -3.007 -8.866
H: -25.839 -4.727 -7.106
H: -24.555 -3.466 -7.082
H: -27.209 -3.541 -4.669

Frontier orbital gap (eV): 5.91
Total charge: +1
Max |F| (eV/A): 4.1

---

Q: Among the records above, which one has the highest max |F|?
A: C44H94CuF9N2O8P